84
Properties=species:S:1:pos:R:3:forces:R:3 method="wB97M-V/def2-TZVPD" total_charge=+1 homo_ev=-10.519 e_above_lowest_ev=1.2840 e_tot_ev=-69949.919 lumo_energy_ev=-2.22
Al 0.220789 -0.104223 0.020584 -0.488 0.387 0.971
C -1.905913 0.361074 2.164090 -0.076 0.113 0.530
N -1.790160 0.211910 0.720692 -0.229 -0.427 -0.235
C -2.342061 1.290066 -0.086491 -0.521 0.402 -0.382
C -1.231035 2.192739 -0.496772 0.109 0.247 0.021
N 0.028655 1.886734 -0.286494 -0.527 -0.156 0.010
C 0.775710 2.874960 -0.886768 -0.076 0.681 -0.466
C 2.151396 3.048024 -0.968337 -0.161 -0.019 -0.004
C 2.605772 4.120767 -1.705373 0.118 -0.077 0.039
C 1.728880 5.003395 -2.343010 -0.137 0.029 0.003
C 0.358053 4.866687 -2.241646 -0.023 0.019 0.050
C -0.102844 3.794105 -1.494900 0.733 -0.217 0.116
N -1.370512 3.333229 -1.200123 -0.244 -0.111 0.063
C -0.537663 0.306198 2.746726 0.321 0.072 -0.032
N 0.536528 0.447787 2.004464 -0.637 -0.171 0.104
C 1.611979 0.379132 2.867478 0.042 -0.055 0.813
C 2.975266 0.534063 2.647081 -0.098 0.135 0.047
C 3.817541 0.363072 3.724491 0.000 0.123 -0.080
C 3.324870 0.075488 4.999661 -0.049 -0.005 0.043
C 1.971205 -0.024653 5.251614 -0.018 0.018 0.039
C 1.124041 0.142882 4.169151 0.674 0.067 -0.376
N -0.249938 0.122216 4.049921 -0.245 -0.025 -0.031
H -2.359263 1.328660 2.418860 0.013 -0.190 -0.041
H -2.530157 -0.423535 2.605616 0.007 0.115 -0.117
H -2.209458 -0.665719 0.429995 0.072 0.042 -0.066
H -2.763442 0.861763 -1.003197 0.004 0.047 0.180
H -3.132618 1.852872 0.429326 0.119 -0.151 -0.038
H 2.816419 2.355014 -0.476289 0.089 0.014 -0.012
H 3.667042 4.284463 -1.804690 0.126 0.002 -0.007
H 2.135895 5.810685 -2.930883 0.028 0.105 -0.029
H -0.319884 5.552080 -2.725456 -0.033 0.096 -0.063
H -2.238560 3.744703 -1.505451 0.047 -0.069 0.054
H 3.345803 0.781370 1.664746 0.091 0.005 0.059
H 4.883069 0.449776 3.581329 0.112 0.022 -0.018
H 4.022622 -0.055730 5.809791 0.083 -0.019 0.134
H 1.593792 -0.219242 6.242014 -0.026 -0.026 0.152
H -0.911709 -0.031966 4.794142 0.030 0.024 -0.078
C 6.013440 -2.745494 1.944691 0.032 0.009 -0.007
C 6.312218 -2.072421 0.773888 0.112 -0.079 0.067
C 5.305034 -1.485822 0.024115 -0.114 0.163 -0.106
C 3.986017 -1.553740 0.454627 -0.105 0.331 0.247
C 3.689869 -2.245603 1.629730 0.017 -0.078 -0.078
C 4.694820 -2.846127 2.360943 -0.010 -0.064 0.043
P 2.541942 -0.813232 -0.407859 0.543 -0.826 -0.831
C 3.107938 -0.317793 -2.054398 0.027 0.125 0.160
C 4.130074 0.624842 -2.167537 -0.046 -0.082 0.005
C 4.448702 1.160010 -3.400555 0.081 0.043 -0.046
C 3.734446 0.778724 -4.523956 -0.066 -0.007 -0.052
C 2.694923 -0.129826 -4.411148 -0.001 0.034 -0.077
C 2.379175 -0.678519 -3.180722 0.028 -0.146 0.102
C 1.508617 -2.295553 -0.457612 -0.228 -0.101 0.275
C 1.882477 -3.535126 -0.947854 0.012 -0.204 -0.151
C 1.076848 -4.627483 -0.672092 0.208 -0.030 -0.188
C -0.061884 -4.469449 0.101815 -0.221 0.018 0.114
C -0.439653 -3.215542 0.554770 -0.035 0.173 0.196
C 0.334266 -2.086335 0.300711 0.465 0.170 -0.518
H 6.803019 -3.196465 2.526889 0.056 -0.065 0.027
H 7.335847 -2.009778 0.436256 0.072 0.012 -0.059
H 5.565066 -0.990050 -0.897901 -0.015 0.025 -0.064
H 2.661696 -2.329799 1.955960 -0.034 -0.026 0.056
H 4.450904 -3.401269 3.254179 -0.035 -0.010 0.105
H 4.671989 0.946237 -1.287943 0.058 0.064 0.046
H 5.244989 1.883007 -3.492073 0.098 0.057 0.027
H 3.983135 1.200818 -5.484953 0.009 0.044 -0.117
H 2.117617 -0.398673 -5.281906 -0.036 -0.076 -0.105
H 1.558135 -1.373133 -3.073253 -0.052 -0.041 -0.098
H 2.786879 -3.648178 -1.533190 0.058 -0.060 0.009
H 1.334898 -5.603121 -1.056105 0.058 -0.084 0.003
H -0.668993 -5.329901 0.347052 -0.039 -0.078 -0.045
H -1.355533 -3.122695 1.128727 -0.129 -0.078 0.072
N -6.694052 -4.761869 -4.501030 -0.290 -0.212 -0.126
C -5.803148 -4.118409 -4.176066 -0.438 -0.289 -0.197
C -4.713162 -3.327276 -3.749785 0.694 0.510 0.298
C -3.804640 -2.811040 -4.675358 -0.192 -0.116 0.068
C -2.734385 -2.052070 -4.249537 0.097 0.074 0.125
C -2.555623 -1.799545 -2.888297 -0.482 -0.364 0.013
C -3.480122 -2.314735 -1.968582 0.086 0.024 -0.083
C -4.549334 -3.069649 -2.387070 -0.113 -0.075 -0.174
C -1.479600 -1.056645 -2.349103 0.811 0.781 0.104
C -0.610660 -0.431743 -1.760180 -0.203 -0.459 -0.329
H -3.952692 -3.014965 -5.725261 0.024 -0.009 -0.064
H -2.028053 -1.656910 -4.964700 0.036 0.022 -0.017
H -3.327809 -2.131573 -0.912291 -0.008 -0.032 0.007
H -5.259795 -3.466877 -1.676365 -0.020 -0.038 0.004

***

88
Properties=species:S:1:pos:R:3:forces:R:3 method="wB97M-V/def2-TZVPD" total_charge=+2 homo_ev="-12.845 / -12.845" e_above_lowest_ev=0.0000 e_tot_ev=-136820.157 lumo_energy_ev="-7.23 / -7.52"
Co -1.337186 -0.538094 -0.476501 0.439 0.126 0.333
F -2.858613 -2.937766 5.419463 -0.009 0.021 -0.144
C -2.879780 -2.742075 4.112757 -0.007 -0.029 0.100
C -1.994881 -1.846486 3.530682 0.031 -0.004 -0.006
F -1.104040 -1.170850 4.251333 -0.067 -0.047 -0.039
C -2.066245 -1.683986 2.167517 0.112 0.032 -0.081
F -1.163361 -0.817592 1.567302 -0.158 -0.013 -0.155
C -2.940360 -2.337609 1.330907 0.051 -0.035 -0.003
S -2.904305 -2.045704 -0.401963 0.166 0.121 -0.066
C -3.813434 -3.232737 1.941525 -0.079 -0.064 -0.057
F -4.685842 -3.908726 1.206310 0.069 0.054 0.076
C -3.787010 -3.434005 3.314136 -0.021 -0.017 0.031
F -4.626916 -4.286138 3.873210 0.060 0.059 -0.026
C 1.995303 0.308202 -0.482540 -0.124 0.067 0.031
N 1.948741 0.952711 0.799762 -0.146 0.107 -0.267
C 0.705679 1.498757 1.294914 0.038 0.041 0.142
P -0.653007 1.595648 0.076853 0.042 -0.323 -0.271
C -0.154389 2.805289 -1.169623 -0.038 -0.020 0.036
C 1.014673 3.547976 -0.982318 0.034 -0.046 0.029
C 1.393292 4.499811 -1.915599 -0.014 0.018 -0.030
C 0.609937 4.726121 -3.038153 0.000 -0.012 0.013
C -0.557419 3.999043 -3.226768 -0.005 0.015 -0.012
C -0.937938 3.040743 -2.302446 -0.014 -0.015 0.000
C -2.057290 2.248867 1.001343 -0.055 -0.041 0.009
C -2.962123 3.099812 0.361797 -0.001 -0.014 0.025
C -4.080354 3.559228 1.038385 -0.002 0.007 -0.012
C -4.305844 3.178190 2.352809 -0.014 0.003 0.004
C -3.409253 2.336453 2.996481 0.007 0.004 0.000
C -2.293078 1.864172 2.326952 -0.016 -0.003 -0.039
C 3.087501 1.057209 1.626476 0.177 0.104 0.127
C 2.942105 1.438838 2.963146 -0.017 -0.034 -0.044
C 4.050486 1.549685 3.790534 0.031 -0.008 0.000
C 5.322347 1.277413 3.317486 -0.004 -0.003 0.001
C 5.471831 0.893593 1.994048 0.006 0.008 0.030
C 4.375695 0.786258 1.152693 -0.027 0.057 0.002
P 0.901736 -1.174530 -0.619506 -0.484 0.102 0.088
C 1.407247 -2.022508 -2.130125 -0.022 0.027 -0.056
C 2.217779 -1.382134 -3.073579 0.040 0.034 0.085
C 2.615023 -2.053516 -4.217675 0.012 -0.030 -0.027
C 2.203177 -3.361438 -4.434240 -0.002 0.017 -0.010
C 1.397146 -4.000600 -3.502848 -0.003 -0.019 0.025
C 0.999007 -3.337897 -2.353546 -0.052 0.048 -0.036
C 1.199863 -2.286236 0.763278 0.071 -0.018 -0.058
C 2.331681 -2.131606 1.564995 0.022 0.088 -0.049
C 2.577377 -3.034902 2.587779 -0.009 -0.008 -0.001
C 1.711754 -4.097303 2.805837 0.028 0.023 0.019
C 0.596190 -4.265694 1.996178 -0.034 0.000 -0.015
C 0.334667 -3.360551 0.981444 0.007 -0.026 0.035
H 3.013697 0.034961 -0.739084 -0.033 -0.167 0.107
H 1.661359 0.976984 -1.288089 0.071 -0.004 0.000
H 0.847338 2.516123 1.681353 0.031 -0.013 -0.027
H 0.316119 0.915356 2.136656 -0.026 -0.009 -0.031
H 1.645686 3.389611 -0.117655 -0.003 -0.010 0.005
H 2.298882 5.069724 -1.759313 0.004 0.004 0.003
H 0.903541 5.473650 -3.762473 0.008 0.005 0.000
H -1.177950 4.184741 -4.093380 -0.005 -0.003 -0.002
H -1.864267 2.503212 -2.458516 0.024 -0.034 -0.020
H -2.786341 3.429273 -0.652512 -0.012 0.021 0.014
H -4.769965 4.226880 0.540441 -0.004 0.004 -0.005
H -5.175844 3.545173 2.879978 -0.004 0.001 0.004
H -3.575823 2.051963 4.026526 0.005 -0.004 0.009
H -1.609711 1.213711 2.854567 0.010 0.018 0.015
H 1.970716 1.641872 3.390102 -0.016 0.004 -0.027
H 3.904602 1.848764 4.819651 0.009 0.004 0.012
H 6.182645 1.365481 3.965216 0.004 -0.001 0.005
H 6.455654 0.682774 1.596942 0.010 -0.002 0.004
H 4.565752 0.503410 0.126878 -0.019 0.033 -0.016
H 2.558749 -0.364695 -2.924722 -0.013 -0.012 -0.009
H 3.255315 -1.558866 -4.935249 0.003 0.006 -0.003
H 2.516408 -3.885051 -5.327150 0.004 -0.004 -0.003
H 1.083278 -5.022200 -3.666388 -0.002 -0.010 -0.003
H 0.383155 -3.855442 -1.631711 -0.028 -0.005 0.002
H 3.029388 -1.319207 1.402508 -0.060 -0.145 0.033
H 3.452922 -2.907573 3.209660 0.007 -0.002 0.004
H 1.909405 -4.799583 3.604369 0.006 -0.007 0.000
H -0.070503 -5.103308 2.153835 -0.002 -0.003 0.002
H -0.537219 -3.498665 0.354629 -0.069 0.014 0.015
I -5.546346 1.103729 -4.101238 0.011 0.004 0.012
C -3.553999 0.609449 -3.817313 0.045 -0.024 0.014
C -2.636967 0.644445 -4.860743 -0.046 0.005 0.013
C -1.318880 0.322272 -4.590299 -0.008 0.014 0.026
C -0.955712 -0.028464 -3.305915 0.002 -0.065 0.007
N -1.839003 -0.099903 -2.300760 0.135 0.053 -0.041
C -3.120328 0.227008 -2.558229 -0.037 0.014 0.121
H -2.948035 0.924183 -5.858425 0.004 -0.004 -0.004
H -0.565893 0.345936 -5.365305 0.004 0.000 -0.001
H 0.068931 -0.269641 -3.082450 -0.016 -0.003 0.006
H -3.808324 0.188581 -1.727295 -0.022 -0.025 0.021